[1]
{"formula": "C5H13O3", "method": "ωB97M-V/def2-TZVPD", "molar_mass_da": 121.156, "charge": -1, "lumo_energy_ev": 3.43, "multiplicity": 1, "species": ["O", "O", "O", "C", "C", "C", "C", "C", "H", "H", "H", "H", "H", "H", "H", "H", "H", "H", "H", "H", "H"], "xyz": [[3.29728, 0.41118, 0.16851], [1.09574, -2.19610, 2.18075], [-3.08356, 0.28033, -1.89706], [-1.19553, -0.27953, -0.39075], [2.13477, -0.03308, 0.44630], [-0.49649, 0.86632, 0.34253], [0.89913, 1.09059, -0.14713], [-1.65275, -0.00085, -1.85205], [-3.39850, 0.52121, -1.02764], [1.12217, 0.90188, -1.07479], [1.82767, 0.17835, 1.49110], [1.32094, 2.06263, 0.12865], [-1.24098, 1.69273, 0.45703], [-1.06263, 0.93622, -2.13020], [0.95337, -1.32850, 1.74600], [2.00452, -1.03658, 0.18761], [1.86206, -1.99445, 2.82155], [-2.04727, -0.61465, 0.26662], [-0.53106, -1.07313, -0.58977], [-1.50864, -0.85459, -2.52356], [-0.30026, 0.47003, 1.39630]]}



[2]
{"formula": "C5H13OP", "method": "ωB97M-V/def2-TZVPD", "molar_mass_da": 120.132, "lumo_energy_ev": 0.89, "multiplicity": 1, "smiles": "CCC=O.CPC", "species": ["P", "O", "C", "C", "C", "C", "C", "H", "H", "H", "H", "H", "H", "H", "H", "H", "H", "H", "H", "H"], "xyz": [[-1.14152, 0.16959, 0.43630], [3.09466, 1.93968, 0.46726], [2.07505, -1.24516, 0.52004], [-1.62890, -0.02439, -1.37978], [2.82880, 1.01021, -0.25907], [3.27703, -0.42320, 0.05118], [-2.10549, 1.79398, 0.79483], [1.37629, -0.63143, 1.17212], [-1.89957, -1.07074, -1.58699], [-1.75333, 1.92269, 1.83447], [4.06716, -0.21696, 0.90010], [-2.42439, 0.67167, -1.66439], [-0.70981, 0.14846, -2.05520], [3.69049, -0.96607, -0.85738], [2.45780, -2.22743, 0.97476], [2.19508, 1.11534, -1.19529], [-2.26888, -0.43819, 0.97504], [-3.16562, 1.57385, 0.58323], [1.34077, -1.45212, -0.20446], [-1.67487, 2.68856, 0.24331]]}